Density functional theory data (wB97M-V/def2-TZVPD) for a molecular structure, C34H31IrN5O3.

Geometry as XYZ:
```
74
Properties=species:S:1:pos:R:3:forces:R:3:mulliken_charge:R:1
Ir 0.078 0.136 0.114 1.10 0.95 0.59 0.4396
C -0.097 4.556 -3.151 0.01 -0.04 -0.01 -0.9056
O 0.230 3.214 -3.509 0.09 -0.01 0.06 -0.0123
C 0.067 2.844 -4.814 -0.18 0.06 0.06 1.4337
C 0.320 3.684 -5.891 0.00 0.00 -0.07 -0.9523
C 0.065 3.259 -7.186 -0.01 -0.02 0.03 -0.6981
C -0.443 1.990 -7.421 -0.01 0.02 -0.01 -0.7355
C -0.648 1.131 -6.355 0.11 -0.08 -0.03 -0.6613
C -0.380 1.541 -5.056 0.04 -0.14 0.01 -0.2839
N -0.666 0.642 -3.989 -0.21 0.24 0.06 0.0975
C 0.019 0.554 -2.819 -0.12 -0.58 -0.26 0.6372
N 1.330 0.703 -2.890 0.21 0.13 -0.04 0.0939
C 2.253 0.719 -1.839 0.15 -0.10 -0.21 0.4315
C 1.932 0.270 -0.581 -0.28 -0.03 0.10 0.4443
C 2.945 0.248 0.391 0.08 -0.02 0.08 -0.8844
C 4.210 0.708 0.098 0.01 0.00 -0.06 -1.3509
C 4.518 1.189 -1.181 0.04 -0.06 0.13 -0.4684
C 3.547 1.171 -2.156 0.06 0.04 -0.08 0.7586
O 3.712 1.564 -3.446 0.01 0.03 -0.04 -0.3929
C 4.998 2.035 -3.834 -0.05 -0.02 0.00 -1.0030
N -0.627 0.241 -1.689 -0.24 0.06 -0.22 0.3375
C -2.066 0.262 -1.733 -0.05 -0.01 -0.20 -1.1447
C -2.708 1.462 -1.424 0.03 -0.04 0.05 0.2783
C -4.076 1.599 -1.540 -0.01 -0.02 0.00 -1.2073
C -4.825 0.522 -2.003 -0.01 0.01 0.02 -0.7125
C -4.205 -0.675 -2.309 -0.08 0.03 0.09 -0.3922
C -2.828 -0.832 -2.160 -0.07 -0.02 0.05 0.5358
O -2.334 -2.034 -2.557 0.17 0.05 -0.28 -0.4754
C -1.382 -2.714 -1.742 -0.11 -0.02 0.04 -0.6629
H 0.359 5.288 -3.813 0.05 0.01 0.02 0.3178
H 0.295 4.704 -2.148 -0.02 -0.02 0.02 0.2380
H -1.179 4.693 -3.153 -0.02 0.00 -0.03 0.3460
H 0.706 4.680 -5.723 -0.02 -0.01 0.00 0.3416
H 0.255 3.932 -8.012 0.00 -0.01 0.01 0.4269
H -0.673 1.667 -8.427 0.03 0.00 0.01 0.4072
H -1.024 0.127 -6.519 0.04 0.03 0.01 0.4902
H -1.567 0.191 -4.011 -0.07 0.10 0.06 0.3710
H 1.713 0.944 -3.794 -0.02 0.00 -0.04 0.3570
H 2.730 -0.141 1.383 0.00 0.07 0.00 0.3945
H 4.978 0.701 0.861 0.00 -0.01 -0.03 0.4089
H 5.511 1.559 -1.394 0.00 -0.03 0.00 0.4627
H 4.929 2.261 -4.893 -0.01 0.01 -0.01 0.2617
H 5.757 1.269 -3.674 0.01 -0.02 0.01 0.3959
H 5.261 2.939 -3.283 0.01 0.01 0.02 0.4021
H -2.096 2.295 -1.097 -0.06 -0.03 -0.11 0.4678
H -4.554 2.535 -1.285 0.01 -0.01 -0.02 0.4857
H -5.897 0.614 -2.121 0.02 0.00 0.01 0.4316
H -4.771 -1.524 -2.668 0.02 0.00 0.02 0.5094
H -1.414 -3.755 -2.054 0.01 0.01 -0.01 0.3752
H -1.664 -2.643 -0.693 -0.02 0.00 0.04 0.2744
H -0.374 -2.324 -1.875 0.05 0.04 -0.01 0.2145
C -2.259 4.420 3.090 -0.02 0.01 0.03 -0.4884
C -2.629 3.313 3.849 0.00 -0.02 -0.02 -0.5955
C -2.362 2.035 3.394 -0.10 -0.08 0.12 -0.4731
C -1.725 1.867 2.171 -0.32 -0.41 -0.42 0.3900
C -1.355 2.961 1.411 0.14 0.20 -0.05 0.2473
C -1.620 4.243 1.874 0.01 -0.05 -0.04 -1.0158
N -1.388 0.555 1.668 -0.05 0.50 0.41 0.6729
N -1.768 -0.406 2.353 0.40 -0.50 0.44 -0.7584
C -1.076 -1.599 2.039 -0.42 -0.06 -0.10 0.4518
C -1.411 -2.751 2.727 -0.01 -0.05 0.13 -0.3814
C -0.721 -3.925 2.450 -0.05 0.02 0.03 -0.5250
C 0.302 -3.916 1.514 0.11 0.01 -0.03 -0.7611
C 0.637 -2.749 0.823 0.17 -0.06 0.15 -0.1406
C -0.051 -1.578 1.074 -0.54 -0.11 -0.42 -0.2124
H -2.461 5.419 3.455 0.00 -0.03 -0.01 0.4000
H -3.121 3.451 4.802 0.01 -0.01 -0.01 0.3942
H -2.633 1.164 3.974 -0.01 0.05 0.02 0.4453
H -0.840 2.816 0.470 0.04 0.00 0.01 0.1894
H -1.326 5.101 1.284 0.01 0.00 0.00 0.4103
H -2.188 -2.710 3.481 -0.02 -0.04 -0.07 0.4840
H -0.982 -4.841 2.962 0.04 0.03 0.02 0.4155
H 0.850 -4.828 1.310 -0.04 0.02 -0.01 0.4227
H 1.428 -2.766 0.083 -0.03 0.00 -0.01 0.5035
```
Positions in Å, forces in eV/Å.

Its net charge is +1. The calculation puts the orbital gap at 6.42 eV.

Density functional theory data (wB97M-V/def2-TZVPD) for a molecular structure, C34H31MnN9O11.

Geometry as XYZ:
```
86
Properties=species:S:1:pos:R:3:forces:R:3:mulliken_charge:R:1
Mn -0.224 1.344 -0.713 0.31 -0.84 -0.44 2.3439
O 1.097 5.271 -0.237 -0.02 0.13 -0.01 -0.4838
C 1.253 3.978 -0.477 -0.12 0.15 -0.19 0.3498
O 0.759 3.408 -1.429 -0.17 -0.03 0.27 -0.4894
C 2.141 3.310 0.525 -0.06 -0.12 0.12 -0.1759
O 2.272 1.992 0.091 0.16 -0.06 -0.06 -0.2691
C 2.610 1.059 1.111 -0.04 -0.04 -0.04 -0.5704
C 1.366 0.350 1.650 -0.09 -0.03 -0.13 0.3080
O 1.386 -0.052 2.801 -0.04 -0.12 -0.06 -0.7400
O 0.443 0.167 0.773 0.07 0.40 0.00 -0.6246
H 0.458 5.628 -0.874 0.02 -0.04 -0.01 0.4017
H 1.659 3.388 1.505 0.01 -0.01 -0.04 0.1966
H 3.106 3.825 0.564 0.01 0.08 0.02 0.5100
H 3.178 1.520 1.919 0.00 0.05 0.01 0.3453
H 3.227 0.295 0.635 0.09 0.00 0.03 0.3766
C -3.346 -3.506 -0.267 0.16 0.01 0.14 -1.3824
N -2.841 -2.140 -0.260 -0.13 -0.08 -0.16 0.9638
C -1.896 -1.570 -1.016 -0.04 0.00 0.00 -0.5540
N -1.719 -0.324 -0.633 0.12 0.81 0.35 0.3987
C -2.599 -0.176 0.401 -0.13 -0.10 0.05 -0.8267
N -3.307 -1.252 0.646 0.22 -0.04 -0.03 -1.0459
C -2.584 -4.413 0.675 -0.07 0.05 0.02 1.0840
C -3.246 -5.117 1.670 0.00 -0.04 0.00 -0.7581
C -2.541 -5.953 2.529 -0.04 0.01 -0.01 -0.6911
C -1.169 -6.083 2.410 0.04 -0.04 0.03 -0.9569
C -0.501 -5.361 1.425 -0.01 0.05 -0.04 -0.0906
C -1.209 -4.538 0.561 0.05 0.04 -0.03 -0.0108
C 0.951 -5.435 1.306 0.08 -0.14 0.12 0.7319
N 1.801 -6.136 1.974 0.05 0.00 0.00 -0.4949
N 3.057 -5.814 1.469 0.00 -0.05 0.03 -0.5304
C 2.863 -4.949 0.537 0.04 -0.11 0.13 0.6493
O 1.552 -4.662 0.376 -0.12 0.19 -0.23 -0.1986
C 3.821 -4.259 -0.321 -0.07 0.07 -0.02 -0.0905
C 5.190 -4.361 -0.103 0.03 -0.02 0.02 -0.9682
C 6.058 -3.660 -0.922 0.04 0.01 0.01 -0.7046
C 5.572 -2.862 -1.951 0.01 0.01 0.02 -0.7597
C 4.205 -2.767 -2.181 0.05 0.00 -0.01 1.1502
C 3.667 -1.941 -3.324 -0.05 -0.05 0.18 -1.3751
N 2.821 -0.825 -2.902 0.01 -0.04 -0.24 1.1537
C 1.592 -0.804 -2.377 0.02 -0.02 0.02 -0.3483
N 1.189 0.440 -2.220 -0.28 0.15 0.56 -0.0273
C 2.242 1.168 -2.685 -0.05 -0.04 -0.21 -0.7158
N 3.242 0.443 -3.120 -0.06 -0.06 0.11 -1.0566
C 3.340 -3.476 -1.362 -0.04 -0.01 -0.04 0.1410
H -3.297 -3.877 -1.290 0.01 0.00 -0.05 0.2926
H -4.387 -3.456 0.037 -0.07 0.04 -0.07 0.4368
H -1.393 -2.075 -1.827 -0.03 0.00 0.05 0.6763
H -2.719 0.751 0.941 -0.01 -0.09 -0.10 0.5908
H -4.318 -5.007 1.782 0.02 0.00 0.01 0.3840
H -3.068 -6.492 3.305 0.01 -0.01 -0.02 0.3989
H -0.603 -6.728 3.069 -0.03 0.05 0.01 0.5248
H -0.670 -3.975 -0.191 -0.02 0.00 0.03 0.4587
H 5.555 -4.987 0.702 0.00 0.05 0.00 0.5280
H 7.126 -3.725 -0.754 -0.04 -0.01 -0.01 0.4025
H 6.262 -2.310 -2.579 -0.02 -0.01 0.02 0.4013
H 3.099 -2.571 -4.009 -0.05 0.02 -0.02 0.3110
H 4.483 -1.486 -3.875 0.01 0.03 -0.07 0.4135
H 1.024 -1.683 -2.119 0.09 0.02 0.04 0.1138
H 2.245 2.242 -2.711 0.01 -0.02 0.03 0.6813
H 2.272 -3.436 -1.532 0.02 0.01 0.01 0.4555
O -3.068 2.838 0.597 0.05 0.07 -0.04 -0.8529
C -1.968 3.246 0.983 -0.11 -0.13 0.11 0.1534
O -0.831 2.754 0.698 0.02 -0.39 -0.20 -0.2439
C -1.939 4.445 1.905 0.06 0.11 0.02 -0.0718
C -3.026 5.311 1.923 -0.04 0.01 -0.02 -0.3981
C -3.013 6.437 2.727 -0.09 0.09 0.04 -0.5837
C -1.901 6.678 3.514 0.01 -0.08 -0.04 -0.0139
C -0.816 5.819 3.535 0.04 0.03 0.09 -0.5722
C -0.845 4.697 2.726 0.03 -0.06 -0.01 -0.1721
N -1.877 7.883 4.366 -0.01 0.01 0.01 1.0032
O -2.864 8.591 4.374 -0.03 -0.02 -0.04 -0.6169
O -0.870 8.101 5.010 0.03 -0.05 -0.01 -0.6121
H -3.881 5.082 1.300 0.03 0.00 0.02 0.4614
H -3.846 7.122 2.763 0.01 0.01 -0.03 0.4865
H 0.021 6.036 4.182 0.01 -0.01 0.00 0.4978
H -0.029 3.986 2.741 -0.03 0.08 -0.01 0.3992
C -3.879 2.295 -2.353 -0.06 0.06 0.11 -1.0697
C -2.633 1.603 -2.797 0.05 0.00 -0.29 0.8702
C -2.767 0.534 -3.846 0.03 -0.02 -0.05 -1.3442
O -1.531 1.904 -2.380 0.13 0.18 0.27 -0.5269
H -4.755 1.660 -2.484 0.01 0.04 -0.03 0.3635
H -4.012 3.193 -2.965 0.03 -0.05 -0.05 0.3770
H -3.769 2.606 -1.315 0.00 -0.01 0.04 0.2195
H -3.155 0.986 -4.764 -0.04 -0.05 0.03 0.4382
H -3.491 -0.215 -3.520 0.00 0.01 -0.02 0.3548
H -1.801 0.075 -4.047 -0.01 0.01 0.01 0.2194
```
Positions in Å, forces in eV/Å.

The expectation value of S² is 0.753. The energy above the lowest of the compared OMol25 structures with the same formula, charge and spin comes out at 84.6 kJ/mol. The spin multiplicity is 2. The calculation puts the orbital gap (alpha / beta) at 7.95 / 7.44 eV.

The DFT total energy results, record by record, are as follows: -1917.77243, -3785.64708 a.u..
The strongest force on any atom results, record by record, are as follows: 0.0305, 0.0193 Eh/bohr.